ORCA calculation (the ωB97M-V functional and the def2-TZVPD basis) on C3H5FO in the gas phase at a distorted geometry.

The geometry in XYZ format:
```
10
Properties=species:S:1:pos:R:3:forces:R:3:nbo_charge:R:1
C -0.67245 -0.40617 0.29331 0.14 2.80 0.35 -0.645
C 0.64416 0.34904 0.03910 3.34 -1.70 0.42 0.029
O 1.35376 -0.17527 -1.11897 0.85 0.57 -0.43 -0.500
C 2.00680 -0.59032 0.01660 -2.71 1.10 1.05 0.433
F 3.32089 -0.15406 0.36421 -2.58 -0.60 -1.09 -0.351
H -0.47739 -1.37189 -0.06119 -0.31 -1.41 -0.76 0.222
H -1.55442 0.10891 -0.15184 0.73 -0.60 -0.25 0.224
H -0.93724 -0.47172 1.33885 0.30 0.04 0.48 0.223
H 0.92036 1.42386 0.18805 -0.90 -1.08 0.03 0.213
H 1.78090 -1.66516 0.21249 1.15 0.87 0.20 0.153
```
Positions in Å, forces in eV/Å.

Results
E	-7954.8599	eV
relative energy (zero: lowest compared OMol25 entry of this formula, charge and spin)	38.0	kcal/mol
frontier orbital gap	11.168	eV
SMILES string	C[C@@H]1O[C@H]1F
E_LUMO	0.040	Ha
HOMO energy	-10.085	eV
charge	0

=====

ORCA calculation (the ωB97M-V functional and the def2-TZVPD basis) on C3H5FOS in the gas phase at a distorted geometry.

The geometry in XYZ format:
```
11
Properties=species:S:1:pos:R:3:forces:R:3:mulliken_spin:R:1
C -0.77674 -1.95280 -1.27388 1.57 2.21 4.49 0.951
C -0.10125 -0.82863 -0.03733 -1.85 -2.01 -1.90 0.811
C 0.54772 1.49570 1.07322 -0.31 -0.34 -1.63 0.035
O 0.65985 1.07556 -1.60825 1.99 0.53 -2.86 0.010
F -0.52769 -1.19070 1.21632 0.24 0.48 -1.25 0.055
S -0.23045 0.94087 -0.51073 -0.92 -1.84 3.84 0.084
H -0.49572 -1.62971 -2.24829 -0.11 -0.51 -0.63 0.034
H -0.97708 -2.86636 -0.69215 -0.05 0.28 -1.27 0.031
H 1.56935 1.37806 1.34295 1.02 -0.70 -0.64 -0.009
H -0.03961 1.07365 1.82503 -1.22 -0.35 1.30 0.001
H 0.37162 2.50439 0.91309 -0.34 2.26 0.56 -0.003
```
Positions in Å, forces in eV/Å.

Results
E	-18785.5598	eV
relative energy (zero: lowest compared OMol25 entry of this formula, charge and spin)	44.1	kcal/mol
frontier orbital gap (alpha / beta)	8.929 / 8.121	eV
E_LUMO (alpha / beta)	0.033 / -0.059	Ha
HOMO energy (alpha / beta)	-8.025 / -9.721	eV
spin multiplicity	3
charge	0

=====

ORCA calculation (the ωB97M-V functional and the def2-TZVPD basis) on 2 unconnected molecules or ions with the total composition C3H5FS at a distorted geometry.

The geometry in XYZ format:
```
10
Properties=species:S:1:pos:R:3:forces:R:3:nbo_charge:R:1
C 0.53873 -0.37221 0.31936 -1.91 1.86 -1.59 -0.432
C -0.08103 -0.78058 -1.00386 3.21 2.68 1.06 -0.450
C 0.09465 0.67149 -0.86672 -0.86 -1.42 1.47 0.210
H -2.26233 -1.56684 0.98467 2.80 1.97 1.08 0.086
H 1.61059 -0.32005 0.40302 0.15 -0.82 0.71 0.244
H 0.55112 -1.22261 -1.69416 2.19 -0.18 -1.26 0.233
H -0.84430 -1.37244 -1.13975 -5.06 -2.30 0.48 0.222
H -0.63503 1.40934 -0.53881 -0.06 -0.37 -0.31 0.192
F 0.99654 1.16648 -1.72958 0.92 0.57 -0.11 -0.338
S -0.66894 -0.28362 1.67865 -1.39 -1.98 -1.52 0.031
```
Positions in Å, forces in eV/Å.

Results
E	-16739.6507	eV
relative energy (zero: lowest compared OMol25 entry of this formula, charge and spin)	104.3	kcal/mol
frontier orbital gap	7.362	eV
E_LUMO	-0.059	Ha
HOMO energy	-8.970	eV
charge	0

=====

ORCA calculation (the ωB97M-V functional and the def2-TZVPD basis) on C3H5FS in the gas phase at a distorted geometry.

The geometry in XYZ format:
```
10
Properties=species:S:1:pos:R:3:forces:R:3:nbo_charge:R:1
F 2.50304 -0.46712 -0.18122 -1.14 -0.11 1.13 -0.404
C 1.26929 -0.09558 0.54386 3.18 0.72 -2.24 0.057
C 0.49204 0.67978 -0.53068 -1.44 -1.67 3.08 -0.489
C -0.85227 0.74538 0.24740 0.59 0.00 -2.78 -0.270
S -1.93627 -0.41766 -0.06104 -0.09 0.86 0.93 0.075
H 0.74350 -0.97056 0.82085 -0.15 -1.05 0.31 0.181
H 1.67303 0.46953 1.39189 -0.63 -0.01 -0.10 0.184
H 0.56525 0.10092 -1.44840 -0.56 0.14 0.07 0.247
H 0.88075 1.63607 -0.57166 0.98 1.96 -0.59 0.212
H -0.86388 1.67337 0.85143 -0.73 -0.84 0.19 0.206
```
Positions in Å, forces in eV/Å.

Results
E	-16743.1165	eV
relative energy (zero: lowest compared OMol25 entry of this formula, charge and spin)	24.4	kcal/mol
frontier orbital gap	8.406	eV
SMILES string	FCCC=S
E_LUMO	-0.022	Ha
HOMO energy	-9.011	eV
charge	0

=====

ORCA calculation (the ωB97M-V functional and the def2-TZVPD basis) on a molecular structure, C3H5FS at a distorted geometry.

The geometry in XYZ format:
```
10
Properties=species:S:1:pos:R:3:forces:R:3:nbo_charge:R:1
C 0.76359 -0.02591 1.06906 -2.50 -0.71 -2.68 -0.573
C 0.27179 -0.63408 -0.47650 3.84 -1.88 0.01 0.407
C -0.33081 -1.79663 -0.83055 -0.42 3.04 -2.20 -0.552
H -1.64734 0.45808 -0.33212 2.28 1.74 3.18 0.198
H 1.71738 0.67741 1.06040 -1.97 -2.11 -0.04 0.274
H 0.59442 -0.90310 1.90016 0.73 2.54 -2.16 0.259
H -0.56285 -1.77838 -2.04418 0.49 -0.76 3.60 0.244
H -0.93029 -2.16605 -0.04040 -0.68 -1.28 0.18 0.214
F 0.91033 -0.07988 -1.58287 -0.32 0.82 1.67 -0.371
S -0.72448 1.19817 0.94562 -1.45 -1.40 -1.57 -0.099
```
Positions in Å, forces in eV/Å.

Results
E	-16740.0353	eV
relative energy (zero: lowest compared OMol25 entry of this formula, charge and spin)	95.4	kcal/mol
frontier orbital gap	9.273	eV
E_LUMO	0.003	Ha
HOMO energy	-9.183	eV
charge	0

=====

ORCA calculation (the ωB97M-V functional and the def2-TZVPD basis) on a molecular structure, C3H5FS2 at a distorted geometry.

The geometry in XYZ format:
```
11
Properties=species:S:1:pos:R:3:forces:R:3:nbo_charge:R:1
C 0.90387 -0.66153 0.76973 1.39 0.06 -0.71 -0.653
C 0.53158 0.01733 -0.59066 4.57 0.03 -1.42 0.069
C -0.72978 0.63151 -0.42024 -2.15 0.98 1.33 -0.315
H 2.23371 -0.48419 0.77978 -4.38 -1.47 0.24 0.280
H 0.48190 0.16658 1.46587 0.78 -2.09 -0.43 0.239
H 0.33508 -1.73959 0.78225 2.03 2.66 0.69 0.247
H 0.39375 -0.49014 -1.61191 1.20 -0.07 1.60 0.222
H -2.83674 0.23132 -0.16673 -0.79 0.06 0.17 0.157
F 1.74680 0.91018 -0.71945 -2.74 -0.72 -0.54 -0.392
S -1.90221 -0.67677 -0.36061 -0.24 -0.41 -0.57 0.068
S -1.15798 2.09530 0.07197 0.34 0.97 -0.34 0.076
```
Positions in Å, forces in eV/Å.

Results
E	-27577.1243	eV
relative energy (zero: lowest compared OMol25 entry of this formula, charge and spin)	54.4	kcal/mol
frontier orbital gap	8.493	eV
E_LUMO	-0.021	Ha
HOMO energy	-9.052	eV
charge	0

=====

ORCA calculation (the ωB97M-V functional and the def2-TZVPD basis) on a molecular structure, C3H5GaO2 at a distorted geometry.

The geometry in XYZ format:
```
11
Properties=species:S:1:pos:R:3:forces:R:3:mulliken_spin:R:1
H 0.28639 0.31603 1.19166 -2.59 -1.64 -0.24 0.248
C -1.41542 0.99993 -0.03232 -1.17 0.24 -0.15 0.715
C -0.88318 -0.27533 0.30400 3.88 0.46 -0.30 -0.146
O 0.05619 -0.66615 -0.70402 -1.72 2.04 -0.89 -0.006
C 0.97877 -1.54771 -0.42770 1.27 -1.67 0.78 0.001
O 2.08820 -0.83303 -0.36121 -0.13 0.33 -0.29 0.001
Ga 1.05890 1.84664 -0.00037 0.11 -0.12 -0.10 0.122
H -1.97667 1.46723 0.78360 -0.03 0.14 -0.68 0.006
H -1.52867 1.23834 -1.09658 -0.08 0.26 0.52 0.020
H -1.51061 -1.14281 0.53129 0.30 0.31 1.33 0.039
H 2.84609 -1.40314 -0.18834 0.16 -0.33 0.02 0.000
```
Positions in Å, forces in eV/Å.

Results
E	-59649.5203	eV
relative energy (zero: lowest compared OMol25 entry of this formula, charge and spin)	36.9	kcal/mol
frontier orbital gap (alpha / beta)	8.059 / 6.969	eV
E_LUMO (alpha / beta)	-0.199 / -0.240	Ha
HOMO energy (alpha / beta)	-13.470 / -13.487	eV
spin multiplicity	2
charge	+1

=====

ORCA calculation (the ωB97M-V functional and the def2-TZVPD basis) on C3H5I in the gas phase at a distorted geometry.

The geometry in XYZ format:
```
9
Properties=species:S:1:pos:R:3:forces:R:3:mulliken_spin:R:1
C 0.41559 0.66624 -0.52101 0.53 -2.87 2.51 -0.024
C 0.65969 -0.78637 -0.03344 -0.67 2.20 1.59 0.285
C -0.52231 0.35129 0.54725 1.81 -1.12 0.69 0.518
I -2.58614 0.01749 -0.06464 -2.42 -0.54 -0.68 1.225
H 1.03469 1.49076 -0.51181 1.91 1.29 0.49 0.030
H -0.04406 0.56176 -1.41749 -1.51 0.01 -2.95 0.008
H 0.28442 -1.65085 -0.53175 -0.39 -0.11 -0.83 -0.012
H 1.15120 -1.05522 0.90888 0.37 0.49 -0.66 -0.003
H -0.39308 0.40489 1.62401 0.36 0.65 -0.16 -0.028
```
Positions in Å, forces in eV/Å.

Results
E	-11286.6162	eV
relative energy (zero: lowest compared OMol25 entry of this formula, charge and spin)	29.0	kcal/mol
frontier orbital gap (alpha / beta)	6.103 / 6.450	eV
E_LUMO (alpha / beta)	0.036 / -0.112	Ha
HOMO energy (alpha / beta)	-5.118 / -9.493	eV
spin multiplicity	3
charge	0

=====

ORCA calculation (the ωB97M-V functional and the def2-TZVPD basis) on a molecular structure, C3H5I2N at a distorted geometry.

The geometry in XYZ format:
```
11
Properties=species:S:1:pos:R:3:forces:R:3:mulliken_spin:R:1
C -1.12673 -0.43941 -0.99946 1.85 -0.49 -2.65 0.019
C -1.48093 -0.54241 0.43080 -2.85 -4.80 0.78 0.005
C -0.14744 -0.65884 0.11167 3.02 0.32 -2.10 0.779
N 1.98616 2.17150 0.49349 -1.11 0.77 1.12 0.856
I 1.40420 -1.96366 0.23993 -0.40 -0.49 0.26 0.090
I 3.51290 1.07931 -0.05219 0.45 0.13 0.28 0.165
H -1.17283 -1.24345 -1.79868 -0.38 0.68 1.49 0.020
H -1.11412 0.53821 -1.49809 -0.15 -0.19 0.49 0.020
H -1.69442 0.38735 0.77047 -1.53 2.36 1.88 0.036
H -1.97868 -1.54113 0.75565 0.24 2.23 -0.11 0.031
H 1.81189 2.21252 1.54641 0.86 -0.53 -1.45 -0.022
```
Positions in Å, forces in eV/Å.

Results
E	-20877.1413	eV
frontier orbital gap (alpha / beta)	7.744 / 7.910	eV
E_LUMO (alpha / beta)	0.001 / -0.046	Ha
HOMO energy (alpha / beta)	-7.729 / -9.151	eV
spin multiplicity	3
charge	0

=====

ORCA calculation (the ωB97M-V functional and the def2-TZVPD basis) on 2 unconnected molecules or ions with the total composition C3H5I2NOS at a distorted geometry.

The geometry in XYZ format:
```
13
Properties=species:S:1:pos:R:3:forces:R:3:nbo_charge:R:1
C -1.68708 -0.39190 -0.20840 3.89 -1.21 1.48 -0.472
C -0.56346 -0.25790 -1.27346 -2.01 1.31 1.33 -0.507
C -0.75560 0.77855 -0.33537 -0.85 -0.14 1.79 0.065
N 0.96689 0.49579 1.76590 -1.61 -1.58 -1.09 -0.989
O 1.24714 -1.85765 1.02422 0.88 1.66 0.78 -0.920
S 1.99194 -0.65627 1.50261 -1.20 -0.64 -0.80 1.408
I -1.08897 2.79520 -0.20922 0.25 -0.62 -0.23 0.351
I 3.24447 0.22225 -0.70036 0.05 0.01 -0.06 -0.383
H -2.67496 -0.30637 -0.49952 -1.90 0.34 -0.27 0.228
H -1.37644 -1.21562 0.56229 -0.81 1.82 -1.41 0.291
H 0.18867 -0.90314 -1.24047 3.43 -2.82 1.36 0.286
H -0.65862 -0.16347 -2.27897 -1.13 1.19 -3.03 0.247
H 1.16602 1.46054 1.89076 0.99 0.68 0.14 0.394
```
Positions in Å, forces in eV/Å.

Results
E	-33760.5786	eV
relative energy (zero: lowest compared OMol25 entry of this formula, charge and spin)	76.3	kcal/mol
frontier orbital gap (alpha / beta)	6.677 / 5.002	eV
E_LUMO (alpha / beta)	-0.069 / -0.106	Ha
HOMO energy (alpha / beta)	-8.551 / -7.900	eV
charge	0

=====

- Which formula does entry 3 have?
  C3H5FS

=====

- What is the E in the tenth record?
  -33760.5786 eV

=====

- Number 1 is which compound?
  C3H5FO

=====

- Among the records above, which one has the lowest E?
  C3H5GaO2